{"formula": "C27H50BrCl3N5O9P2", "method": "ωB97M-V/def2-TZVPD", "elements": ["Br", "Cl", "Cl", "Cl", "P", "P", "O", "O", "O", "O", "O", "O", "O", "O", "O", "N", "N", "N", "N", "N", "C", "C", "C", "C", "C", "C", "C", "C", "C", "C", "C", "C", "C", "C", "C", "C", "C", "C", "C", "C", "C", "C", "C", "C", "C", "C", "C", "H", "H", "H", "H", "H", "H", "H", "H", "H", "H", "H", "H", "H", "H", "H", "H", "H", "H", "H", "H", "H", "H", "H", "H", "H", "H", "H", "H", "H", "H", "H", "H", "H", "H", "H", "H", "H", "H", "H", "H", "H", "H", "H", "H", "H", "H", "H", "H", "H", "H"], "xyz": [[-8.605, -1.848, 1.250], [-3.977, -4.547, 0.718], [-4.385, 0.905, -2.189], [-6.658, -1.736, -1.872], [-6.248, 0.838, 4.356], [-6.809, -2.436, 2.589], [-11.252, -1.254, -5.697], [-9.297, -2.003, -6.385], [3.313, 0.869, -3.233], [-5.834, 2.218, 5.003], [10.030, -3.086, 1.334], [-1.716, 6.652, 1.564], [4.629, -0.840, -2.787], [-0.722, 5.869, 3.367], [-7.301, -2.303, 4.253], [-3.560, 2.549, 2.969], [3.923, -0.162, -3.541], [-10.047, -1.489, -5.547], [-3.377, -0.627, 0.280], [-1.716, 6.228, 2.726], [8.043, 0.495, -0.664], [-1.880, 1.749, 0.491], [0.837, 1.372, 0.178], [-2.481, -0.955, -0.913], [3.792, -0.624, -4.950], [-5.179, 0.274, 2.879], [-3.030, 6.139, 3.418], [-0.460, 1.197, 1.166], [-3.943, 1.206, 2.311], [3.338, 1.316, 1.188], [8.723, -0.837, 1.664], [9.877, -1.908, 2.205], [4.106, 1.067, -0.272], [-2.873, -0.160, -2.293], [-9.439, -1.120, -4.240], [11.444, -3.469, 1.193], [-3.055, 0.708, 0.984], [-3.014, -1.150, -3.621], [-4.495, -1.562, 0.788], [-5.454, -1.181, 2.105], [2.044, 2.308, 0.824], [8.799, -0.789, 0.020], [-4.820, -3.020, 0.035], [6.797, 1.113, 0.205], [-6.017, -4.672, -1.723], [5.450, 0.150, 0.042], [-5.758, -3.166, -1.110], [4.377, -1.536, -5.078], [2.733, -0.815, -5.136], [5.584, -0.615, -0.844], [9.950, -0.691, -0.265], [7.638, -1.113, 2.012], [4.171, 0.172, -5.594], [-3.684, -2.091, -3.435], [7.054, 1.371, 1.319], [6.516, 2.152, -0.310], [-6.923, -4.556, -2.492], [-1.902, -1.487, -3.882], [12.126, -3.135, 2.097], [2.873, 0.281, 1.528], [-6.241, -0.166, 5.415], [-7.644, 0.908, 3.912], [-10.210, -0.680, -3.603], [4.046, 1.785, 1.994], [2.449, 3.052, -0.004], [3.405, 0.526, -1.048], [-9.043, -2.033, -3.791], [-8.183, -1.790, 4.209], [-0.663, 0.057, 1.446], [-3.811, 6.485, 2.739], [0.549, 1.844, -0.863], [9.028, 0.214, 2.140], [11.892, -2.988, 0.201], [5.211, -0.447, 1.047], [7.581, 0.110, -1.687], [8.797, 1.362, -0.972], [9.534, -2.281, 3.279], [-1.967, 0.573, -2.551], [-5.073, -5.175, -2.200], [10.895, -1.314, 2.341], [1.663, 2.913, 1.751], [-8.645, -0.397, -4.438], [-0.270, 1.773, 2.166], [-4.317, 3.252, 2.819], [-3.393, 2.406, 4.003], [-1.694, 1.773, -0.664], [-3.386, -0.520, -4.548], [-3.189, 5.093, 3.689], [11.532, -4.650, 1.057], [4.381, 2.121, -0.758], [-2.024, 2.856, 0.842], [-2.485, -2.117, -1.187], [8.458, -1.831, -0.438], [1.345, 0.316, -0.053], [-2.979, 6.776, 4.304], [-6.470, -5.315, -0.826], [-1.331, -0.708, -0.706]], "lowdin_charge": [0.228, 0.568, 0.528, 0.543, 0.748, 0.605, 0.064, 0.051, 0.036, -0.505, -0.271, 0.052, 0.048, 0.050, -0.420, 0.020, -0.398, -0.426, -0.019, -0.426, -0.220, -0.129, -0.206, -0.148, 0.045, -0.177, 0.037, -0.184, -0.074, -0.199, -0.179, -0.228, -0.222, -0.643, 0.015, -0.133, 0.025, -0.134, -0.056, -0.293, -0.197, -0.208, -0.575, -0.210, -0.127, -0.196, -0.582, 0.100, 0.100, 0.084, 0.118, 0.108, 0.106, 0.077, 0.102, 0.107, 0.094, 0.101, 0.098, 0.112, 0.035, 0.034, 0.098, 0.118, 0.113, 0.072, 0.072, 0.060, 0.115, 0.099, 0.113, 0.123, 0.102, 0.110, 0.106, 0.115, 0.130, 0.113, 0.100, 0.127, 0.105, 0.097, 0.117, 0.088, 0.100, 0.096, 0.098, 0.069, 0.106, 0.117, 0.128, 0.148, 0.123, 0.110, 0.107, 0.105, 0.146], "homo_lumo_gap_ha": 0.1962, "e_lumo_ev": -5.24, "total_energy_ha": -6645.86774, "mol_weight_g_mol": 836.934, "charge": 1, "de_lowest_kj_mol": 1723.8, "multiplicity": 1}